No. 1
213
Properties=species:S:1:pos:R:3:mulliken_spin:R:1 method="wB97M-V/def2-TZVPD" spin_multiplicity=4 e_above_lowest_kj_mol=832.8 e_lumo_ha="-0.096 / -0.086" molar_mass_g_mol=1357.60 max_force_ha_per_bohr=0.091 s_squared=3.75 homo_lumo_gap_ev="5.78 / 6.05"
Ti -2.254 1.751 2.805 2.996
C 0.830 0.445 -1.817 0.001
F 1.545 0.399 -2.989 0.000
F 1.390 -0.370 -0.887 0.000
F 0.935 1.737 -1.417 0.000
S -0.998 -0.026 -2.081 0.000
O -1.628 1.331 -2.060 0.001
O -1.200 -0.731 -3.380 0.000
N -1.509 -0.734 -0.571 -0.002
S -2.369 -1.985 -0.935 0.001
O -3.785 -1.635 -1.282 0.000
O -1.766 -2.960 -1.799 0.000
C -2.485 -2.786 0.792 -0.001
F -2.853 -4.040 0.641 -0.001
F -1.181 -2.722 1.304 0.001
F -3.310 -2.077 1.531 0.000
C 2.916 -6.842 -11.203 0.000
C 3.680 -5.899 -10.257 0.000
C 2.980 -5.439 -8.947 0.000
O 2.976 -6.590 -8.070 0.000
C 1.631 -7.022 -7.798 0.000
N 4.998 -6.461 -9.940 0.000
H 3.124 -7.896 -11.022 0.000
H 3.186 -6.495 -12.201 0.000
H 1.836 -6.719 -11.121 0.000
H 3.968 -4.939 -10.685 0.000
H 2.022 -4.988 -9.204 0.000
H 3.389 -4.536 -8.494 0.000
H 0.962 -7.068 -8.658 0.000
H 1.102 -6.338 -7.135 0.000
H 1.618 -8.032 -7.390 0.000
H 4.939 -7.262 -9.328 0.000
H 5.705 -5.824 -9.600 0.000
C -8.001 -2.306 9.359 0.000
C -7.331 -1.106 10.173 0.000
C -7.934 -0.767 11.580 0.000
O -9.331 -0.602 11.444 0.000
C -9.978 -0.209 12.662 0.000
N -5.867 -1.362 10.351 0.000
H -7.328 -2.589 8.550 0.000
H -8.996 -2.129 8.950 0.000
H -8.051 -3.126 10.075 0.000
H -7.448 -0.138 9.687 0.000
H -7.465 0.158 11.914 0.000
H -7.697 -1.541 12.309 0.000
H -9.659 0.755 13.060 0.000
H -9.896 -1.023 13.382 0.000
H -11.052 -0.078 12.525 0.000
H -5.696 -1.428 11.344 0.000
H -5.638 -2.291 10.028 0.000
C 0.830 1.959 8.633 0.000
C 0.453 1.482 7.221 0.000
C 1.038 0.060 6.910 -0.007
O 2.446 0.032 6.765 0.000
C 2.887 -1.324 6.234 0.001
N -0.980 1.406 7.066 -0.002
H 1.903 2.041 8.804 0.000
H 0.360 1.283 9.348 0.000
H 0.185 2.816 8.830 0.000
H 0.920 2.123 6.473 0.001
H 0.792 -0.008 5.850 0.009
H 0.567 -0.784 7.415 0.000
H 2.228 -1.634 5.422 -0.001
H 2.955 -2.126 6.969 0.000
H 3.910 -1.030 6.003 0.000
H -1.350 0.626 7.590 0.000
H -1.416 2.243 7.428 0.000
C -0.270 8.651 -8.086 0.000
C -0.509 7.323 -7.417 0.000
C 0.544 6.164 -7.524 0.000
O 0.792 5.964 -8.931 0.000
C 1.696 4.880 -9.108 0.000
N -1.205 7.322 -6.097 0.000
H 0.064 9.507 -7.500 0.000
H -1.226 8.985 -8.488 0.000
H 0.436 8.627 -8.917 0.000
H -1.184 6.904 -8.163 0.000
H 0.165 5.207 -7.167 0.000
H 1.407 6.463 -6.928 0.000
H 2.168 4.916 -10.089 0.000
H 1.180 3.921 -9.056 0.000
H 2.534 4.902 -8.411 0.000
H -0.549 7.712 -5.435 0.000
H -1.272 6.365 -5.782 0.000
C -0.166 8.148 3.419 -0.001
C -0.110 7.918 1.895 0.000
C 0.829 8.856 1.158 0.000
O 1.187 8.505 -0.190 0.000
C 1.782 9.532 -0.918 0.000
N 0.315 6.535 1.900 0.000
H -0.476 9.165 3.659 0.000
H 0.796 7.930 3.884 0.000
H -0.922 7.448 3.774 0.001
H -1.111 7.998 1.472 0.000
H 1.701 9.084 1.770 0.000
H 0.338 9.828 1.194 0.000
H 2.056 9.292 -1.945 0.000
H 2.715 9.618 -0.361 0.000
H 1.219 10.457 -1.046 0.000
H 1.109 6.600 2.521 0.000
H 0.650 6.341 0.967 0.000
C -1.220 -11.267 -0.125 0.000
C -1.373 -10.790 -1.564 0.000
C -2.888 -10.523 -1.919 0.000
O -2.904 -10.006 -3.194 0.000
C -4.119 -9.365 -3.497 0.000
N -0.538 -9.646 -1.522 0.000
H -0.190 -11.583 0.040 0.000
H -1.845 -12.137 0.074 0.000
H -1.608 -10.516 0.564 0.000
H -1.024 -11.545 -2.269 0.000
H -3.325 -9.781 -1.250 0.000
H -3.474 -11.433 -1.785 0.000
H -4.750 -9.005 -2.685 0.000
H -4.681 -9.959 -4.218 0.000
H -3.960 -8.501 -4.143 0.000
H -1.131 -8.830 -1.466 0.000
H -0.023 -9.491 -2.377 0.000
C 7.872 6.637 -6.839 0.000
C 8.872 6.959 -7.859 0.000
C 8.468 6.848 -9.342 0.000
O 7.207 7.573 -9.518 0.000
C 7.178 8.594 -10.455 0.000
N 9.490 8.227 -7.493 0.000
H 7.280 5.764 -7.113 0.000
H 7.155 7.458 -6.815 0.000
H 8.464 6.638 -5.923 0.000
H 9.688 6.243 -7.750 0.000
H 8.279 5.887 -9.820 0.000
H 9.233 7.290 -9.980 0.000
H 7.618 8.301 -11.408 0.000
H 7.439 9.503 -9.913 0.000
H 6.109 8.795 -10.518 0.000
H 10.206 8.561 -8.122 0.000
H 8.792 8.956 -7.449 0.000
C -5.752 -9.519 8.449 0.000
C -4.407 -10.089 9.047 0.000
C -3.493 -9.006 9.657 0.000
O -2.940 -8.021 8.756 0.000
C -1.844 -8.536 8.012 0.000
N -4.818 -10.890 10.215 0.000
H -6.099 -10.210 7.681 0.000
H -5.447 -8.701 7.797 0.000
H -6.651 -9.422 9.058 0.000
H -3.823 -10.711 8.368 0.000
H -2.729 -9.432 10.308 0.000
H -4.100 -8.390 10.321 0.000
H -1.004 -8.921 8.590 0.000
H -1.361 -7.699 7.507 0.000
H -2.198 -9.262 7.281 0.000
H -5.570 -10.446 10.723 0.000
H -5.239 -11.778 9.983 0.000
C -8.020 5.053 3.038 -0.001
C -8.589 3.924 3.874 0.000
C -10.058 3.648 3.550 0.000
O -10.764 2.596 4.173 0.000
C -10.888 2.874 5.557 0.000
N -7.784 2.745 3.473 0.000
H -8.190 4.877 1.976 0.000
H -6.931 5.106 3.005 0.002
H -8.390 6.046 3.293 0.000
H -8.413 4.122 4.931 0.000
H -10.176 3.496 2.478 0.000
H -10.688 4.524 3.703 0.000
H -11.117 1.947 6.083 0.000
H -11.689 3.565 5.820 0.000
H -9.950 3.122 6.053 0.000
H -8.090 2.555 2.530 0.000
H -8.041 1.882 3.929 0.000
C 7.144 3.749 2.413 0.000
C 7.248 4.695 3.625 0.000
C 7.654 6.135 3.258 0.000
O 8.804 6.128 2.457 0.000
C 9.128 7.392 1.848 0.000
N 5.940 4.765 4.237 0.000
H 8.084 3.853 1.872 0.000
H 6.300 4.098 1.818 0.000
H 6.826 2.740 2.676 0.000
H 7.913 4.265 4.374 0.000
H 7.936 6.668 4.166 0.000
H 6.777 6.658 2.880 0.000
H 9.862 7.297 1.048 0.000
H 9.589 8.164 2.465 0.000
H 8.337 7.742 1.185 0.000
H 5.762 3.807 4.503 0.000
H 6.100 5.211 5.128 0.000
C 5.284 -5.668 -0.212 0.000
C 5.581 -6.723 0.844 0.000
O 4.409 -7.084 1.565 0.000
H 6.296 -5.304 -0.393 0.000
H 4.661 -4.857 0.164 0.000
H 4.803 -5.898 -1.163 0.000
H 6.284 -6.150 1.449 0.000
H 6.117 -7.546 0.372 0.000
H 3.806 -7.484 0.934 0.000
C -7.767 -0.950 -6.037 0.000
C -6.446 -1.358 -6.754 0.000
O -5.712 -0.233 -7.071 0.000
H -7.645 -0.391 -5.109 0.000
H -8.371 -1.851 -5.929 0.000
H -8.349 -0.289 -6.680 0.000
H -6.504 -1.953 -7.665 0.000
H -5.848 -1.899 -6.020 0.000
H -4.833 -0.417 -6.731 0.000
C 9.040 -0.763 -6.109 0.000
C 9.272 -0.297 -7.585 0.000
O 8.681 -1.244 -8.370 0.000
H 8.049 -0.497 -5.742 0.000
H 9.851 -0.341 -5.515 0.000
H 9.228 -1.837 -6.089 0.000
H 10.336 -0.348 -7.816 0.000
H 8.781 0.644 -7.833 0.000
H 9.107 -1.229 -9.230 0.000

No. 2
210
Properties=species:S:1:pos:R:3:mulliken_spin:R:1 method="wB97M-V/def2-TZVPD" spin_multiplicity=3 e_above_lowest_kj_mol=0.0 charge=+1 e_lumo_ha="-0.065 / -0.146" molar_mass_g_mol=1330.46 max_force_ha_per_bohr=0.069 s_squared=2.01 homo_lumo_gap_ev="8.74 / 6.54"
Pd -0.950 -2.246 2.101 1.409
Cl -1.119 0.499 -0.024 -0.016
O -0.980 1.603 0.903 0.005
O -1.561 1.019 -1.252 0.003
O 0.089 -0.265 -0.131 0.009
O -2.083 -0.430 0.548 0.011
C -2.943 -3.754 3.765 -0.014
O -2.865 -2.675 2.889 0.322
H -2.903 -3.378 4.797 0.003
H -3.909 -4.206 3.567 0.021
H -2.101 -4.513 3.672 0.005
H -4.165 -2.085 1.806 -0.001
C 0.341 3.447 5.359 0.000
O -0.770 2.785 5.928 0.000
H 1.132 2.710 5.432 -0.001
H 0.250 3.721 4.324 0.000
H 0.645 4.366 5.900 0.000
H -1.520 3.418 6.000 0.000
C -4.970 5.731 1.189 0.000
O -5.395 4.340 1.193 0.000
H -5.275 6.132 2.165 0.000
H -3.896 5.926 1.086 0.000
H -5.613 6.277 0.477 0.000
H -4.728 3.831 0.731 0.000
C -5.640 1.262 4.564 0.000
O -5.876 -0.151 4.635 0.000
H -6.529 1.848 4.800 0.000
H -4.816 1.569 5.226 0.000
H -5.367 1.569 3.528 0.000
H -6.710 -0.244 5.067 0.000
C -3.136 3.990 -1.299 0.000
O -3.350 3.063 -0.260 -0.001
H -4.122 4.427 -1.532 0.000
H -2.441 4.749 -0.980 0.000
H -2.780 3.528 -2.197 0.000
H -2.554 2.680 0.129 0.000
C 0.168 1.534 -4.742 0.000
O -0.502 1.146 -5.905 0.000
H -0.531 1.692 -3.881 0.000
H 0.901 0.730 -4.459 0.000
H 0.773 2.452 -4.822 0.000
H -0.864 0.252 -5.770 0.000
C -3.313 -5.353 -0.909 0.000
O -3.918 -4.075 -0.779 0.001
C -4.755 -4.142 0.369 -0.004
C -5.445 -2.849 0.521 -0.004
N -4.516 -1.754 0.873 0.004
C -5.062 -0.308 0.958 -0.001
C -5.363 0.159 -0.463 0.000
O -6.426 -0.543 -0.878 0.000
C -7.161 0.001 -1.941 0.000
H -4.009 -6.065 -1.297 0.000
H -2.922 -5.743 0.076 0.000
H -2.429 -5.275 -1.606 0.000
H -4.183 -4.436 1.243 0.002
H -5.509 -4.956 0.140 0.000
H -6.149 -3.003 1.310 0.002
H -5.918 -2.744 -0.450 0.000
H -3.738 -1.781 0.246 0.000
H -4.387 0.172 1.600 -0.003
H -5.983 -0.297 1.509 0.001
H -4.438 -0.075 -1.074 0.000
H -5.481 1.239 -0.502 0.000
H -6.493 0.304 -2.721 0.000
H -7.756 0.841 -1.599 0.000
H -7.853 -0.721 -2.373 0.000
C -1.474 4.999 2.245 0.001
O -2.393 5.464 3.187 0.000
C -3.082 4.417 3.760 -0.002
C -3.555 4.785 5.098 0.000
N -2.376 5.024 5.917 0.000
C -2.688 5.571 7.266 0.000
C -1.431 5.835 8.023 0.000
O -0.669 6.785 7.304 0.000
C 0.702 6.845 7.543 0.000
H -0.791 4.179 2.544 0.000
H -0.780 5.821 2.013 0.000
H -1.939 4.704 1.271 0.000
H -2.364 3.579 3.912 0.001
H -3.947 4.026 3.125 0.000
H -4.126 3.905 5.528 0.000
H -4.196 5.644 5.124 0.000
H -1.741 5.659 5.441 0.000
H -3.217 4.783 7.869 0.000
H -3.309 6.451 7.163 0.000
H -0.858 4.954 8.191 0.000
H -1.732 6.293 9.019 0.000
H 0.909 7.331 8.505 0.000
H 1.125 7.497 6.758 0.000
H 1.196 5.833 7.563 0.000
C 3.462 -0.214 -0.867 0.001
O 4.555 -0.512 -0.053 0.000
C 5.406 -1.392 -0.665 0.000
C 6.705 -1.426 0.128 0.000
N 7.713 -1.973 -0.735 0.000
C 9.078 -1.968 -0.239 0.000
C 9.922 -2.705 -1.194 0.000
O 11.357 -2.568 -0.983 0.000
C 11.777 -3.442 0.061 0.000
H 2.581 0.030 -0.239 -0.001
H 3.181 -1.063 -1.539 0.000
H 3.706 0.706 -1.414 0.000
H 5.745 -1.033 -1.627 0.000
H 4.987 -2.356 -0.837 0.000
H 6.569 -2.085 0.962 0.000
H 6.925 -0.414 0.536 0.000
H 7.732 -1.501 -1.651 0.000
H 9.092 -2.436 0.759 0.000
H 9.501 -0.991 -0.044 0.000
H 9.785 -2.330 -2.197 0.000
H 9.681 -3.788 -1.244 0.000
H 12.855 -3.418 0.102 0.000
H 11.318 -4.441 -0.075 0.000
H 11.348 -3.098 0.990 0.000
C -0.805 -5.707 -5.624 0.000
O -0.815 -4.282 -5.872 0.000
C -2.092 -3.864 -6.291 0.000
C -2.157 -2.329 -6.390 0.000
N -1.490 -1.596 -5.313 0.000
C -1.888 -1.798 -3.971 0.000
C -3.418 -1.810 -3.870 0.001
O -4.107 -0.734 -4.325 0.000
C -3.519 0.513 -4.004 -0.001
H -1.030 -6.323 -6.523 0.000
H -1.596 -5.964 -4.907 0.000
H 0.135 -6.031 -5.262 0.000
H -2.889 -4.112 -5.523 0.000
H -2.345 -4.359 -7.232 0.000
H -3.157 -1.965 -6.313 0.000
H -1.670 -1.917 -7.282 0.000
H -0.484 -1.773 -5.364 0.000
H -1.399 -1.002 -3.378 -0.001
H -1.649 -2.751 -3.468 0.001
H -3.700 -1.938 -2.817 0.000
H -3.779 -2.743 -4.409 0.000
H -3.323 0.629 -2.917 0.000
H -4.236 1.328 -4.222 0.000
H -2.610 0.767 -4.517 0.000
C -0.420 -3.176 -0.794 0.000
O -0.061 -3.540 0.590 0.035
C 1.409 -3.773 0.724 0.000
C 1.924 -2.738 1.702 0.044
N 1.104 -2.643 2.918 0.112
C 1.450 -1.429 3.677 0.006
C 0.547 -0.275 3.269 -0.042
O -0.873 -0.661 3.542 0.086
C -1.806 0.482 3.599 -0.023
H -0.175 -4.036 -1.436 0.003
H 0.015 -2.226 -1.111 -0.003
H -1.502 -3.149 -0.682 -0.001
H 1.918 -3.647 -0.269 0.002
H 1.615 -4.787 1.093 0.002
H 1.889 -1.731 1.246 -0.035
H 2.976 -3.058 1.875 0.004
H 1.320 -3.489 3.443 -0.004
H 2.492 -1.153 3.454 0.007
H 1.363 -1.675 4.735 0.001
H 0.654 -0.109 2.236 0.026
H 0.775 0.586 3.904 0.008
H -2.826 0.106 3.377 0.009
H -1.548 1.256 2.847 0.010
H -1.780 1.015 4.542 0.000
C 3.754 1.235 5.681 0.000
O 3.032 1.264 4.432 0.001
C 3.397 2.369 3.646 0.000
C 2.555 2.329 2.425 -0.001
N 2.892 3.285 1.427 0.000
C 1.964 3.148 0.342 0.000
C 2.300 4.263 -0.581 0.000
O 1.659 4.269 -1.815 0.000
C 0.300 4.443 -1.730 0.000
H 3.168 0.629 6.373 0.000
H 3.772 2.255 6.028 0.000
H 4.776 0.849 5.590 0.000
H 4.469 2.299 3.379 0.000
H 3.248 3.327 4.187 0.000
H 1.496 2.482 2.795 0.000
H 2.577 1.320 2.000 0.000
H 2.772 4.196 1.854 0.000
H 0.917 3.055 0.626 0.000
H 2.214 2.220 -0.173 0.000
H 3.407 4.322 -0.723 0.000
H 1.930 5.142 0.033 0.000
H -0.129 3.481 -1.415 0.000
H -0.165 4.661 -2.654 0.000
H -0.087 5.161 -1.036 0.000
C 3.441 -4.888 -2.765 0.000
O 2.589 -3.755 -2.650 0.000
C 1.930 -3.406 -3.896 0.001
C 2.731 -2.447 -4.751 0.000
N 1.837 -1.935 -5.795 0.000
C 2.527 -1.156 -6.868 0.000
C 3.225 -1.968 -7.944 0.000
O 4.261 -2.764 -7.351 0.000
C 5.151 -3.294 -8.287 0.000
H 4.428 -4.617 -3.040 0.000
H 3.179 -5.613 -3.482 0.000
H 3.481 -5.436 -1.819 0.000
H 0.979 -2.924 -3.593 0.000
H 1.583 -4.349 -4.417 0.000
H 3.568 -3.019 -5.197 0.000
H 3.202 -1.635 -4.135 0.000
H 1.421 -2.746 -6.300 0.000
H 3.244 -0.558 -6.321 0.000
H 1.804 -0.495 -7.357 0.000
H 3.700 -1.267 -8.671 0.000
H 2.444 -2.619 -8.414 0.000
H 4.694 -3.960 -8.978 0.000
H 5.786 -3.918 -7.671 0.000
H 5.770 -2.536 -8.749 0.000